Record 1
A 8-piece molecular cluster, C23H61Br2N5O9P overall, computed with the ωB97M-V functional and the def2-TZVPD basis.

Summary:
net charge	+1
Kohn-Sham gap	5.03	eV
ΔE to the lowest compared entry with this formula, charge and spin	706.2	kJ/mol

Geometry as XYZ:
```
101
Properties=species:S:1:pos:R:3:mulliken_charge:R:1
N -0.07 -4.27 -1.51 -0.8060
P -0.81 -4.12 -0.06 0.4348
C -0.42 -2.39 0.74 0.8935
N -1.03 -2.46 2.15 -0.5246
C 1.20 -2.26 0.96 -0.4470
Br 2.14 -3.96 1.41 -0.1007
N 1.96 -1.62 -0.18 -0.1219
C 1.23 -0.28 -0.40 -0.0745
N 1.81 0.94 -0.03 -0.1459
N -0.17 -0.39 -1.00 -0.2124
C -1.12 -1.13 -0.04 -0.6072
C -2.44 -1.51 -0.94 -1.4298
C -3.77 -1.92 -0.06 0.1075
C -5.07 -0.96 -0.45 -0.5949
O -5.42 0.01 0.60 -0.5174
C -1.49 0.01 1.12 -0.1352
C -1.74 1.51 0.50 0.0463
O -2.73 1.83 -0.38 -0.4499
Br -0.59 3.10 1.05 -0.1842
H 0.54 -5.12 -1.46 0.2420
H -2.24 -4.24 -0.28 0.0764
H -0.45 -5.21 0.86 0.1385
H -0.31 -2.98 2.71 0.2166
H -1.95 -2.97 2.14 0.0871
H 1.35 -1.53 1.90 0.5132
H 2.91 -1.30 0.16 0.4217
H 2.29 1.59 -0.69 0.2526
H 1.67 1.23 0.98 0.2316
H -0.08 -0.99 -1.87 0.4993
H -2.74 -0.51 -1.53 0.4365
H -2.23 -2.31 -1.80 0.5096
H -3.60 -2.00 1.09 0.0807
H -4.08 -3.01 -0.43 0.3058
H -6.01 -1.67 -0.66 0.2992
H -4.91 -0.36 -1.45 0.2732
H -6.08 -0.44 1.20 0.3378
H -2.44 -0.26 1.75 0.4571
H -0.50 0.10 1.78 0.4514
C 1.62 3.09 -3.58 -0.8276
C 2.86 3.90 -3.25 -0.1077
O 3.92 3.54 -4.12 -0.5690
H 1.83 2.02 -3.49 0.2063
H 0.80 3.35 -2.92 0.3011
H 1.31 3.27 -4.62 0.2863
H 3.18 3.70 -2.22 0.2498
H 2.67 4.97 -3.35 0.1767
H 3.63 3.72 -5.03 0.3235
C -2.84 -6.88 3.68 -1.0066
C -3.66 -5.61 3.52 -0.2966
O -3.38 -5.01 2.27 -0.3700
H -1.77 -6.65 3.62 0.1583
H -3.04 -7.35 4.65 0.3536
H -3.06 -7.59 2.89 0.4197
H -3.41 -4.89 4.31 0.2680
H -4.73 -5.83 3.57 0.3006
H -3.61 -5.66 1.57 0.2407
C 1.53 -3.64 6.19 -1.0683
C 0.45 -4.70 6.13 -0.2263
O -0.16 -4.69 4.85 -0.3896
H 1.12 -2.65 5.98 0.3218
H 2.01 -3.63 7.17 0.3474
H 2.30 -3.84 5.43 0.2745
H -0.33 -4.49 6.87 0.2707
H 0.85 -5.69 6.32 0.2121
H 0.53 -4.89 4.19 0.2027
C 3.76 -8.02 8.88 -1.0800
C 2.94 -6.76 8.72 -0.2003
O 3.22 -6.16 7.47 -0.4730
H 4.83 -7.80 8.82 0.2680
H 3.56 -8.50 9.85 0.3420
H 3.54 -8.74 8.09 0.3361
H 3.19 -6.04 9.51 0.2996
H 1.87 -6.98 8.78 0.2492
H 2.99 -6.80 6.77 0.2730
C 1.85 6.90 -7.35 -0.9630
C 2.98 5.90 -7.27 0.0834
O 2.69 4.77 -8.08 -0.5386
H 0.91 6.44 -7.02 0.2138
H 2.05 7.77 -6.73 0.2686
H 1.69 7.23 -8.38 0.3741
H 3.12 5.55 -6.24 -0.0745
H 3.92 6.34 -7.61 0.2945
H 2.58 5.08 -8.99 0.3101
C -3.10 4.87 -5.70 -1.1649
C -1.74 5.35 -5.24 0.0790
O -1.39 6.54 -5.92 -0.5005
H -3.10 4.68 -6.78 0.3026
H -3.39 3.94 -5.19 0.3105
H -3.87 5.62 -5.52 0.3475
H -0.98 4.59 -5.45 0.1259
H -1.75 5.55 -4.16 0.2443
H -2.07 7.21 -5.72 0.2790
C 1.24 8.47 -1.32 -1.0126
C 2.47 8.54 -2.20 -0.2241
O 2.42 7.53 -3.19 -0.4567
H 1.17 7.48 -0.84 0.2084
H 1.26 9.24 -0.54 0.3606
H 0.33 8.59 -1.91 0.3212
H 3.37 8.39 -1.60 0.2900
H 2.54 9.52 -2.69 0.2612
H 1.61 7.68 -3.72 0.2325
```


Record 2
C26H19N2O4PPdSe2 as an isolated structure, computed with the ωB97M-V functional and the def2-TZVPD basis.

Summary:
multiplicity	3
Kohn-Sham gap (alpha / beta)	7.35 / 6.75	eV
⟨S²⟩	2.01
ΔE to the lowest compared entry with this formula, charge and spin	0.0	kJ/mol

Geometry as XYZ:
```
55
Properties=species:S:1:pos:R:3:mulliken_charge:R:1
Pd 0.14 -0.83 -0.73 -0.1543
Se 2.18 -2.28 -1.51 -0.3142
P 2.01 -2.11 0.64 0.8573
Se -0.03 -2.39 1.30 -0.4230
C 3.17 -3.20 1.51 0.9830
C 4.32 -3.65 0.87 -0.3206
C 5.21 -4.47 1.55 -0.6994
C 4.95 -4.84 2.87 -0.4185
C 3.80 -4.39 3.50 -0.6867
C 2.91 -3.57 2.83 -0.4422
C 2.55 -0.42 1.09 0.7766
C 1.77 0.40 1.90 -0.0388
C 2.22 1.67 2.24 -0.5139
C 3.44 2.12 1.77 -0.6679
C 4.22 1.31 0.95 -0.6154
C 3.78 0.04 0.61 -0.6957
H 4.51 -3.38 -0.16 0.2344
H 6.11 -4.83 1.06 0.3835
H 5.64 -5.49 3.39 0.3712
H 3.59 -4.69 4.52 0.3845
H 2.01 -3.23 3.31 0.2915
H 0.82 0.03 2.26 0.3446
H 1.61 2.30 2.87 0.4271
H 3.80 3.11 2.05 0.4325
H 5.17 1.66 0.58 0.3911
H 4.37 -0.58 -0.05 0.2734
N 0.68 0.86 -2.12 -0.6015
C 0.44 1.95 -1.84 0.1648
C 0.14 3.32 -1.48 0.6369
C 1.05 4.01 -0.69 -0.1472
C 0.78 5.32 -0.33 -0.6807
C -0.40 5.93 -0.77 -0.3406
C -1.30 5.23 -1.57 -0.5783
C -1.03 3.92 -1.92 -0.4485
H 1.95 3.52 -0.35 0.5266
H 1.48 5.87 0.28 0.3962
H -0.61 6.95 -0.49 0.3860
H -2.21 5.70 -1.90 0.3885
H -1.73 3.35 -2.53 0.4822
O -1.96 0.16 -0.33 -0.6844
C -2.40 -0.66 -1.16 1.2188
O -1.63 -1.45 -1.80 -0.8392
C -3.87 -0.74 -1.41 -0.0719
C -4.35 -1.23 -2.62 -0.3837
C -5.72 -1.35 -2.83 -0.4747
C -6.57 -0.98 -1.80 0.1613
C -6.12 -0.49 -0.59 -0.5313
C -4.75 -0.36 -0.41 -0.3430
N -8.03 -1.14 -2.00 0.9539
O -8.41 -1.54 -3.08 -0.5972
O -8.75 -1.00 -1.03 -0.5885
H -3.65 -1.53 -3.39 0.4424
H -6.12 -1.71 -3.75 0.4758
H -6.83 -0.21 0.17 0.4671
H -4.35 0.04 0.51 0.4501
```


Record 3
One molecule with the formula C6H9NO, computed with the ωB97M-V functional and the def2-TZVPD basis.

Summary:
Kohn-Sham gap	9.65	eV
ΔE to the lowest compared entry with this formula, charge and spin	304.6	kJ/mol

Geometry as XYZ:
```
17
Properties=species:S:1:pos:R:3:mulliken_charge:R:1
C -0.74 0.63 -2.47 -0.9012
C 0.84 -0.04 -0.78 0.1079
C 1.24 -1.13 0.14 -0.6562
C 0.27 -1.24 1.11 -0.9613
C -0.60 -0.05 1.18 0.3395
C -0.29 0.72 -0.09 -0.4274
H -1.29 -0.09 -2.99 0.3334
H 0.17 0.90 -3.03 0.3021
H -1.27 1.58 -2.29 0.3017
H 1.61 0.49 -1.32 0.4592
H 2.14 -1.61 -0.05 0.5079
H 0.34 -1.96 1.91 0.4292
H -1.70 -0.31 1.16 0.2663
H 0.11 0.29 3.05 0.3269
H -0.45 1.84 0.04 0.3797
N -0.54 -0.10 -1.22 -0.2757
O -0.03 0.78 2.19 -0.5322
```


Record 4
C50H37N4V as an isolated structure, computed with the ωB97M-V functional and the def2-TZVPD basis.

Summary:
net charge	+1
multiplicity	2
Kohn-Sham gap (alpha / beta)	5.09 / 5.23	eV
⟨S²⟩	0.77
ΔE to the lowest compared entry with this formula, charge and spin	12.2	kJ/mol

Geometry as XYZ:
```
92
Properties=species:S:1:pos:R:3:mulliken_charge:R:1
V -0.35 -0.01 0.00 0.3937
C 2.16 -5.12 -4.82 -0.4105
C 1.88 -3.84 -5.27 -1.0272
C 1.20 -2.94 -4.47 -0.5690
C 0.75 -3.30 -3.19 0.8415
C 1.18 -4.55 -2.70 -0.6045
C 1.85 -5.45 -3.51 -0.9701
C -0.03 -2.38 -2.36 0.7544
C -0.44 -1.11 -2.80 0.3014
C -0.88 -0.79 -4.12 -1.3333
C -1.41 0.46 -4.07 -1.6648
C -1.20 0.96 -2.75 0.3285
C -1.30 2.29 -2.39 0.8268
C -1.69 3.31 -3.39 -0.5828
C -0.94 3.49 -4.56 -0.2064
C -1.30 4.47 -5.47 -0.9182
C -2.40 5.27 -5.24 -0.4211
C -3.15 5.10 -4.08 -0.8449
C -2.79 4.13 -3.16 -0.0275
C -0.95 2.72 -1.11 0.2948
N -0.73 1.90 -0.03 0.5745
C -0.40 2.73 1.03 -0.2610
C -0.31 2.32 2.36 1.6969
C -0.02 3.33 3.42 -0.2202
C -0.86 4.43 3.61 -0.1911
C -0.60 5.34 4.62 -0.8914
C 0.50 5.17 5.45 -0.4123
C 1.34 4.08 5.26 -0.8143
C 1.08 3.17 4.26 -0.1813
C -0.60 1.02 2.75 -0.2455
C -0.84 0.60 4.10 -1.3865
C -1.31 -0.68 4.05 -1.5413
C -1.33 -1.06 2.68 0.3284
N -0.87 -0.03 1.90 0.7717
C -1.73 -2.31 2.20 0.8442
C -1.51 -2.68 0.88 0.4191
C -1.77 -3.98 0.35 -1.6582
C -1.14 -4.06 -0.85 -1.2700
C -0.57 -2.77 -1.11 0.3987
N -0.85 -1.92 -0.08 0.8301
C -2.32 -3.29 3.15 -0.6458
C -1.70 -4.51 3.41 -0.2454
C -2.26 -5.39 4.32 -0.9037
C -3.44 -5.07 4.97 -0.4197
C -4.06 -3.86 4.71 -0.8458
C -3.50 -2.97 3.82 -0.0892
C -0.30 4.07 0.57 -1.4394
C -0.68 4.07 -0.74 -1.1871
N -0.68 -0.05 -1.96 0.7328
H 2.66 -5.83 -5.46 0.4016
H 2.20 -3.53 -6.26 0.4295
H 1.06 -1.93 -4.83 0.6458
H 1.02 -4.80 -1.66 0.6236
H 2.15 -6.41 -3.11 0.4188
H -0.90 -1.47 -4.96 0.7875
H -1.90 1.00 -4.87 0.7315
H -0.07 2.87 -4.73 0.5312
H -0.70 4.62 -6.36 0.4032
H -2.68 6.04 -5.96 0.4089
H -4.02 5.72 -3.90 0.3988
H -3.38 3.99 -2.26 0.4801
H -1.74 4.55 2.99 0.5385
H -1.27 6.18 4.77 0.4000
H 0.70 5.89 6.23 0.4078
H 2.20 3.95 5.90 0.4081
H 1.74 2.32 4.11 0.5659
H -0.70 1.22 4.97 0.5601
H -1.59 -1.31 4.87 0.5605
H -2.37 -4.74 0.83 0.7215
H -1.16 -4.88 -1.54 0.7690
H -0.77 -4.75 2.91 0.5350
H -1.77 -6.33 4.53 0.3931
H -3.88 -5.77 5.67 0.4103
H -4.99 -3.61 5.22 0.3965
H -3.99 -2.02 3.61 0.4834
H 0.02 4.91 1.16 0.6874
H -0.74 4.91 -1.42 0.5750
C 4.70 0.54 -1.32 -1.5278
C 4.21 -0.07 0.00 1.4917
C 4.72 0.76 1.19 -1.5749
C 4.70 -1.53 0.12 -1.5600
C 2.76 -0.06 0.01 0.0725
C 1.54 -0.05 0.00 0.1709
H 5.80 0.54 -1.34 0.4079
H 4.36 1.57 -1.43 0.3665
H 4.34 -0.04 -2.17 0.3401
H 5.81 0.76 1.19 0.4076
H 4.37 0.34 2.13 0.3523
H 4.38 1.79 1.12 0.3472
H 5.79 -1.55 0.12 0.4086
H 4.33 -2.12 -0.72 0.3540
H 4.34 -1.97 1.05 0.3629
```


Record 5
A 2-piece molecular cluster, C5H6O2 overall, computed with the ωB97M-V functional and the def2-TZVPD basis.

Summary:
Kohn-Sham gap	10.63	eV
ΔE to the lowest compared entry with this formula, charge and spin	312.2	kJ/mol

Geometry as XYZ:
```
13
Properties=species:S:1:pos:R:3:mulliken_charge:R:1
O 1.36 -1.60 -1.07 -0.4560
C 1.45 -0.55 -0.49 -0.1010
C 0.80 0.74 -0.96 -0.4782
C -1.63 -1.51 0.52 -0.0031
O -2.53 -1.45 1.32 -0.4243
C 0.21 1.51 0.15 -0.4419
C -0.29 2.06 1.10 0.1158
H -0.58 -1.71 0.82 0.1874
H 2.08 -0.41 0.41 0.3733
H 1.61 1.30 -1.44 0.3196
H 0.07 0.49 -1.73 0.2890
H -1.79 -1.36 -0.57 0.2324
H -0.71 2.60 1.92 0.3870
```


Record 6
C3H6O3Zn as an isolated structure, computed with the ωB97M-V functional and the def2-TZVPD basis.

Summary:
net charge	+1
multiplicity	2
Kohn-Sham gap (alpha / beta)	10.04 / 7.53	eV
⟨S²⟩	0.76
ΔE to the lowest compared entry with this formula, charge and spin	0.0	kJ/mol

Geometry as XYZ:
```
13
Properties=species:S:1:pos:R:3:mulliken_charge:R:1
C 0.46 1.65 0.38 -0.6101
O -0.03 0.33 0.05 -0.2069
C -0.86 -0.29 0.88 0.1318
C -1.59 -1.35 0.28 0.1746
O -1.27 -1.74 -0.87 -0.4551
H 0.90 2.04 -0.54 0.2193
H -0.38 2.27 0.71 0.3734
H 1.22 1.56 1.16 0.3336
H -1.10 0.17 1.84 0.4166
H -2.49 -1.73 0.78 0.3759
Zn 0.33 -0.86 -1.58 0.4111
O 2.05 -1.02 -1.86 -0.4462
H 2.76 -1.04 -1.22 0.2818
```


Record 7
A 6-piece molecular cluster, C38H44BF5NO2PS overall, computed with the ωB97M-V functional and the def2-TZVPD basis.

Summary:
Kohn-Sham gap	8.33	eV
ΔE to the lowest compared entry with this formula, charge and spin	0.0	kJ/mol

Geometry as XYZ:
```
93
Properties=species:S:1:pos:R:3:mulliken_charge:R:1
C 4.15 2.73 0.13 -1.0674
C 3.53 2.18 -1.17 -0.4473
S 2.14 1.10 -0.79 0.1415
C 1.16 1.22 -2.33 -1.0219
P -0.50 2.03 -2.23 -0.3755
C -1.44 0.82 -1.22 -0.0003
C -2.66 1.55 -0.65 0.0495
C -3.19 1.07 0.63 -0.3763
O -2.39 2.40 0.40 -0.4361
B -0.38 3.61 -1.07 0.8510
O 0.40 3.71 0.06 -0.4983
N -1.17 4.74 -1.52 -0.0734
C -0.50 5.56 -2.53 -1.1000
C -1.61 5.59 -0.41 -0.9766
H 3.81 2.19 1.01 0.1642
H 3.88 3.77 0.26 0.2867
H 5.23 2.68 0.07 0.3422
H 4.28 1.64 -1.74 0.4363
H 3.18 3.01 -1.77 0.3032
H 1.75 1.73 -3.08 0.4803
H 0.96 0.20 -2.65 0.4704
H -0.89 0.41 -0.37 -0.2722
H -1.81 0.03 -1.87 0.4879
H -3.40 1.88 -1.37 0.3243
H -4.08 1.52 1.05 -0.0076
H -2.54 0.66 1.39 0.2010
H 0.20 3.00 0.67 0.2771
H -1.17 6.35 -2.86 0.3347
H -0.25 4.96 -3.41 0.3205
H 0.40 6.03 -2.15 0.3347
H -0.84 6.29 -0.08 0.2870
H -1.91 4.98 0.44 0.2717
H -2.48 6.16 -0.73 0.3487
F -0.55 -1.26 1.62 -0.2656
C 0.41 -1.42 2.56 0.4591
C 1.67 -0.92 2.32 -0.4330
C 2.64 -1.10 3.29 -0.1000
C 2.35 -1.77 4.47 -0.8577
C 1.07 -2.26 4.68 -0.2846
C 0.08 -2.09 3.72 -0.7025
H 1.90 -0.41 1.40 0.3763
H 3.63 -0.70 3.12 0.5564
H 3.11 -1.90 5.22 0.4109
H 0.83 -2.79 5.60 0.3693
H -0.92 -2.46 3.87 0.4280
F -8.12 1.06 4.14 -0.3272
C -8.00 1.41 2.85 0.5304
C -6.87 2.10 2.45 -0.6778
C -6.74 2.46 1.12 -0.2172
C -7.73 2.13 0.21 -0.8825
C -8.86 1.43 0.63 -0.1322
C -9.00 1.07 1.96 -0.6485
H -6.11 2.36 3.18 0.4431
H -5.86 3.00 0.79 0.6244
H -7.63 2.41 -0.83 0.4442
H -9.63 1.18 -0.08 0.4084
H -9.86 0.52 2.31 0.4348
F 5.29 0.37 2.57 -0.3049
C 6.48 -0.27 2.55 0.3407
C 6.70 -1.23 1.58 -0.3876
C 7.92 -1.89 1.57 -0.1016
C 8.89 -1.59 2.52 -0.6952
C 8.63 -0.63 3.49 -0.2741
C 7.42 0.04 3.51 -0.6044
H 5.93 -1.44 0.85 0.4876
H 8.12 -2.63 0.81 0.3379
H 9.83 -2.11 2.51 0.3811
H 9.38 -0.40 4.24 0.3658
H 7.20 0.80 4.25 0.4357
F -9.68 -1.59 -1.08 -0.3205
C -9.54 -1.24 -2.37 0.2610
C -8.42 -0.54 -2.77 -0.2133
C -8.28 -0.19 -4.10 -0.4181
C -9.27 -0.52 -5.02 -0.5050
C -10.40 -1.21 -4.60 -0.3175
C -10.54 -1.58 -3.27 -0.5264
H -7.66 -0.28 -2.04 0.5334
H -7.40 0.35 -4.42 0.3625
H -9.16 -0.24 -6.06 0.3780
H -11.17 -1.47 -5.31 0.3550
H -11.40 -2.13 -2.92 0.4129
F 7.92 -4.90 0.82 -0.2935
C 8.02 -5.63 -0.31 0.4532
C 6.90 -6.30 -0.77 -0.4864
C 7.01 -7.04 -1.94 -0.2921
C 8.22 -7.11 -2.62 -0.5580
C 9.33 -6.43 -2.13 -0.3187
C 9.23 -5.68 -0.97 -0.4100
H 5.97 -6.23 -0.22 0.4224
H 6.15 -7.57 -2.32 0.3544
H 8.30 -7.69 -3.52 0.3685
H 10.27 -6.49 -2.65 0.3491
H 10.08 -5.14 -0.57 0.4117
```


Record 8
A 2-piece molecular cluster, C17H9N6O4 overall, computed with the ωB97M-V functional and the def2-TZVPD basis.

Summary:
net charge	-1
Kohn-Sham gap	3.25	eV

Geometry as XYZ:
```
36
Properties=species:S:1:pos:R:3:mulliken_charge:R:1
N 1.86 -1.78 2.13 -0.5011
C 1.66 -1.67 0.98 -0.2181
C 1.42 -1.53 -0.43 0.4685
C 1.68 -0.29 -1.05 -0.3735
C 1.45 -0.19 -2.43 0.5977
N 1.58 0.93 -3.25 0.8039
O 1.93 2.08 -3.08 -0.6624
O 1.15 0.48 -4.54 -0.2140
N 0.77 -0.83 -4.52 -0.5518
C 0.95 -1.22 -3.22 0.8357
C 0.69 -2.50 -2.59 -0.4410
N 0.21 -3.64 -3.33 0.9421
O 0.01 -3.57 -4.55 -0.5597
O 0.02 -4.69 -2.67 -0.6135
C 0.94 -2.62 -1.21 -0.6304
H 2.06 0.57 -0.51 0.4317
H 0.76 -3.58 -0.73 0.5605
C -0.81 2.36 -0.85 -1.2611
C -1.33 1.29 0.02 0.7335
C -2.14 0.30 -0.56 0.1058
N -2.81 -0.55 -1.04 -0.7443
C -1.12 1.23 1.42 1.1322
C -0.22 2.11 2.11 -0.6057
C -0.02 1.97 3.48 -0.8107
C -0.71 0.99 4.21 0.4365
C -0.49 0.85 5.62 0.0755
N -0.33 0.72 6.77 -0.6229
C -1.61 0.14 3.56 -0.7123
C -1.82 0.25 2.19 -0.6514
H -0.01 2.95 -0.39 0.2254
H -0.43 1.91 -1.78 0.1867
H -1.63 3.04 -1.16 0.3593
H 0.32 2.88 1.55 0.1633
H 0.68 2.63 4.00 0.3891
H -2.15 -0.62 4.13 0.3911
H -2.52 -0.43 1.70 0.3354
```


Record 9
An isolated ion of composition C3H9N4O and charge +1, computed with the ωB97M-V functional and the def2-TZVPD basis.

Summary:
net charge	+1
multiplicity	3
Kohn-Sham gap (alpha / beta)	6.47 / 7.12	eV
⟨S²⟩	2.02
ΔE to the lowest compared entry with this formula, charge and spin	178.4	kJ/mol

Geometry as XYZ:
```
17
Properties=species:S:1:pos:R:3:mulliken_charge:R:1
C -1.20 0.49 -1.77 -0.0561
C 1.80 0.25 0.14 -0.8020
C -0.68 0.79 -0.01 -0.1442
N -2.86 1.14 -0.05 -0.6523
N -1.98 0.37 0.40 0.0915
N 0.35 0.01 0.41 0.2725
N 0.10 -1.34 0.68 -0.6121
O -2.40 0.65 -1.88 -0.2686
H -0.55 0.20 -2.49 0.4776
H 2.17 -0.25 0.98 0.3569
H 1.99 -0.23 -0.72 0.3680
H 1.99 1.37 -0.09 0.3045
H -0.70 1.80 0.08 0.5508
H -3.75 0.65 0.01 0.2888
H 0.40 -1.93 -0.10 0.2559
H 0.21 -1.72 1.59 0.2234
H -1.98 -0.65 0.58 0.3453
```


These records have max |F| values of 0.1902 0.0194 0.0765 0.0179 0.0165 0.0194 0.0718 0.0499 0.1013 hartree/bohr, in the order they appear.